62
Properties=species:S:1:pos:R:3 method="wB97M-V/def2-TZVPD" relative_energy_kcal_mol=29.5 charge=-1 s2=2.0053 homo_lumo_gap_ev="6.555 / 6.517" homo_ev="-4.10 / -4.06" spin_multiplicity=3 e_tot_ha=-3231.9139
Ni 1.22 -0.57 -0.28
C -6.06 -0.86 -0.76
C -4.62 -0.56 -0.49
C -4.25 0.41 0.44
C -2.93 0.69 0.66
C -1.87 0.09 -0.07
N -0.60 0.46 0.21
C -0.35 1.77 0.49
C -1.08 2.80 -0.13
C -0.80 4.13 0.07
C 0.26 4.52 0.89
C 0.60 5.97 1.07
C 1.01 3.53 1.49
C 0.70 2.19 1.34
N 1.46 1.25 2.07
C 2.06 1.48 3.26
C 2.66 0.31 3.65
C 2.38 -0.59 2.62
N 1.65 0.00 1.69
C -2.26 -0.89 -1.02
C -3.60 -1.21 -1.17
N -1.32 -1.49 -1.88
C -1.63 -2.23 -2.98
C -0.45 -2.60 -3.58
C 0.55 -2.03 -2.79
N 0.00 -1.38 -1.78
H -6.68 -0.02 -0.46
H -6.40 -1.74 -0.22
H -6.24 -1.04 -1.82
H -5.02 0.93 0.99
H -2.66 1.43 1.40
H -1.87 2.53 -0.81
H -1.39 4.88 -0.43
H -0.23 6.60 0.76
H 1.48 6.22 0.48
H 0.83 6.18 2.12
H 1.87 3.81 2.08
H 2.02 2.44 3.75
H 3.22 0.15 4.54
H 2.67 -1.62 2.54
H -3.89 -2.00 -1.86
H -2.63 -2.43 -3.29
H -0.33 -3.20 -4.46
H 1.61 -2.05 -2.91
O 4.86 -2.50 0.20
C 3.71 -2.17 -0.07
O 3.28 -1.07 -0.47
C 2.61 -3.25 0.09
C 2.93 -4.61 0.02
C 1.91 -5.54 0.13
C 0.62 -5.07 0.36
C 0.40 -3.71 0.43
N 1.37 -2.81 0.27
H 3.96 -4.88 -0.13
H 2.11 -6.60 0.06
H -0.19 -5.76 0.51
H -0.59 -3.32 0.62
N 4.31 4.76 -1.59
C 3.45 3.99 -1.53
N 2.40 3.27 -1.44
C 2.12 2.05 -1.40
N 1.66 0.97 -1.46


70
Properties=species:S:1:pos:R:3 method="wB97M-V/def2-TZVPD" relative_energy_kcal_mol=0.0 smiles="CCCCCCCCCCCCCC[C@]1(CCCCCC)COC(=O)O1" homo_lumo_gap_ev=11.240 homo_ev=-10.59 e_tot_ha=-1128.4936
C 9.51 2.58 1.17
C 9.39 1.06 1.42
C 9.18 0.25 0.15
C 7.75 0.27 -0.39
C 6.77 -0.51 0.47
C 5.30 -0.36 0.05
C 4.98 -0.81 -1.37
C 3.57 -0.40 -1.84
C 2.50 -1.51 -1.72
C 1.48 -1.26 -0.60
C 0.31 -2.26 -0.62
C -1.08 -1.63 -0.85
C -2.14 -2.17 0.11
C -3.52 -1.51 -0.10
C -4.09 -0.85 1.14
C -5.56 -0.38 1.00
C -6.11 -0.18 -0.42
C -7.40 0.66 -0.42
C -7.24 1.97 -1.18
C -8.48 2.89 -1.21
C -9.44 2.75 -0.03
C -3.23 0.26 1.73
O -3.57 0.19 3.12
C -3.95 -1.08 3.39
O -4.23 -1.48 4.47
O -4.04 -1.80 2.24
H 8.69 3.13 1.61
H 9.51 2.80 0.10
H 10.43 2.98 1.59
H 10.28 0.70 1.94
H 8.56 0.89 2.11
H 9.86 0.64 -0.62
H 9.48 -0.79 0.31
H 7.41 1.30 -0.50
H 7.77 -0.16 -1.40
H 6.85 -0.19 1.51
H 7.05 -1.57 0.46
H 4.69 -0.95 0.75
H 5.00 0.68 0.19
H 5.07 -1.90 -1.42
H 5.73 -0.42 -2.07
H 3.25 0.46 -1.25
H 3.62 -0.06 -2.87
H 1.96 -1.61 -2.67
H 2.99 -2.47 -1.54
H 2.00 -1.32 0.36
H 1.11 -0.24 -0.69
H 0.50 -3.00 -1.39
H 0.29 -2.82 0.32
H -1.02 -0.54 -0.75
H -1.41 -1.83 -1.87
H -1.80 -2.05 1.14
H -2.24 -3.25 -0.04
H -3.45 -0.75 -0.87
H -4.23 -2.25 -0.46
H -5.68 0.55 1.55
H -6.18 -1.12 1.51
H -5.36 0.32 -1.05
H -6.30 -1.15 -0.87
H -7.69 0.87 0.61
H -8.21 0.08 -0.86
H -6.39 2.52 -0.76
H -6.96 1.72 -2.21
H -9.03 2.72 -2.14
H -8.14 3.93 -1.26
H -8.91 2.78 0.92
H -10.16 3.57 -0.04
H -10.01 1.82 -0.08
H -2.16 0.05 1.63
H -3.45 1.25 1.34


11
Properties=species:S:1:pos:R:3 method="wB97M-V/def2-TZVPD" relative_energy_kcal_mol=96.3 homo_lumo_gap_ev=10.263 homo_ev=-9.68 e_tot_ha=-264.4339
N -1.52 -0.53 -0.44
C -0.61 0.25 0.54
C 0.56 0.94 -0.12
N 1.72 0.45 -0.35
O 1.96 -0.85 -0.07
H -1.63 0.03 -1.39
H -0.97 -1.51 -0.52
H -1.14 1.03 0.97
H -0.29 -0.60 1.29
H 0.55 1.96 -0.62
H 1.36 -1.18 0.71


11
Properties=species:S:1:pos:R:3 method="wB97M-V/def2-TZVPD" relative_energy_kcal_mol=60.6 homo_lumo_gap_ev=7.730 homo_ev=-7.18 e_tot_ha=-720.1502
C -0.08 1.45 0.06
N -0.43 1.88 -0.99
N 0.10 1.16 1.24
N 0.20 -1.24 0.33
N 0.13 -0.94 -1.04
Cl -1.34 -1.34 -1.74
H -0.53 1.49 -1.87
H 0.95 1.34 1.73
H -0.19 -2.16 0.65
H 1.22 -1.25 0.50
H -0.04 -0.39 1.14